Entry 1:
{
  "formula": "C25H27NOOsP2SSe2",
  "method": "wB97M-V/def2-TZVPD",
  "lumo_ev": -7.164,
  "charge": 2,
  "largest_force_ev_per_a": 0.156,
  "symbols": ["Os", "C", "C", "C", "C", "C", "C", "C", "C", "C", "S", "C", "N", "H", "H", "H", "H", "H", "H", "H", "H", "Se", "P", "Se", "C", "C", "C", "C", "C", "C", "C", "C", "C", "C", "C", "C", "H", "H", "H", "H", "H", "H", "H", "H", "H", "H", "C", "P", "C", "C", "O", "H", "H", "H", "H", "H", "H", "H", "H", "H"],
  "positions_angstrom": [[0.290984, -0.458598, 0.374577], [-1.907073, -3.001383, 0.168992], [-1.550993, -2.663081, 1.583875], [-2.156471, -3.398007, 2.627685], [-1.907036, -3.086712, 3.930066], [-1.035459, -2.016710, 4.231959], [-0.731039, -1.614537, 5.554654], [0.110459, -0.562221, 5.787653], [0.684455, 0.132804, 4.706078], [0.403931, -0.249116, 3.418711], [1.112993, 0.582363, 2.034076], [-0.460389, -1.326944, 3.153341], [-0.716913, -1.661634, 1.843233], [-2.120530, -4.065056, 0.078486], [-1.121279, -2.742447, -0.535108], [-2.815723, -2.464857, -0.115024], [-2.826058, -4.205095, 2.365988], [-2.371833, -3.644035, 4.733796], [-1.180492, -2.152081, 6.379672], [0.335964, -0.255190, 6.799056], [1.345858, 0.970452, 4.891371], [1.445247, 0.877128, -1.406771], [-0.460580, 1.910763, -1.739705], [-1.671010, 0.619892, -0.337504], [-0.498668, 3.607514, -1.187322], [-0.152449, 4.607559, -2.098546], [-0.084481, 5.923473, -1.672125], [-0.363402, 6.240348, -0.349521], [-0.706288, 5.244457, 0.556408], [-0.769316, 3.924904, 0.143751], [-1.065115, 1.839243, -3.414212], [-0.472524, 0.994436, -4.351652], [-0.989748, 0.933260, -5.635269], [-2.098951, 1.695662, -5.973884], [-2.697332, 2.529366, -5.036017], [-2.181885, 2.609775, -3.755155], [0.058945, 4.364935, -3.132261], [0.180957, 6.701217, -2.374828], [-0.317677, 7.270485, -0.022797], [-0.930080, 5.499821, 1.583102], [-1.039979, 3.151093, 0.851648], [0.390847, 0.400748, -4.080890], [-0.525685, 0.292771, -6.372554], [-2.499906, 1.644473, -6.977313], [-3.560490, 3.121299, -5.307479], [-2.638192, 3.271808, -3.029175], [3.898273, -1.634014, -0.481756], [2.592254, -2.750975, 0.000281], [2.775328, -3.133871, 1.735456], [2.699426, -4.246246, -0.958222], [1.200655, -2.129973, -0.258596], [4.871448, -2.091540, -0.297618], [3.828472, -0.710346, 0.095448], [3.807138, -1.402710, -1.543560], [3.742565, -3.598454, 1.929912], [1.981594, -3.818876, 2.036190], [2.700679, -2.215091, 2.320224], [3.672111, -4.715069, -0.802807], [2.579723, -4.009370, -2.015308], [1.914769, -4.937816, -0.652717]],
  "forces_ev_per_angstrom": [[0.0, 0.0, 0.0], [0.0, 0.0, 0.0], [0.0, 0.0, 0.0], [0.0, 0.0, 0.0], [0.0, 0.0, 0.0], [0.0, 0.0, 0.0], [0.0, 0.0, 0.0], [0.0, 0.0, 0.0], [0.0, 0.0, 0.1], [0.1, 0.1, 0.0], [0.0, -0.1, 0.0], [-0.1, -0.1, 0.0], [0.0, 0.0, 0.0], [0.0, 0.0, 0.0], [0.0, 0.0, 0.0], [0.0, 0.0, 0.0], [0.0, 0.0, 0.0], [0.0, 0.0, 0.0], [0.0, 0.0, 0.0], [0.0, 0.0, 0.0], [0.0, 0.0, 0.0], [0.0, 0.0, 0.0], [0.0, 0.0, 0.0], [0.1, 0.0, 0.0], [0.0, 0.0, 0.0], [0.0, 0.0, 0.0], [0.0, 0.0, 0.0], [0.0, 0.0, 0.0], [0.0, 0.0, 0.0], [0.0, 0.0, 0.0], [0.0, 0.0, 0.0], [0.0, 0.0, 0.0], [0.0, 0.0, 0.0], [0.0, 0.0, 0.0], [0.0, 0.0, 0.0], [0.0, 0.0, 0.0], [0.0, 0.0, 0.0], [0.0, 0.0, 0.0], [0.0, 0.0, 0.0], [0.0, 0.0, 0.0], [0.0, 0.0, 0.0], [0.0, 0.0, 0.0], [0.0, 0.0, 0.0], [0.0, 0.0, 0.0], [0.0, 0.0, 0.0], [0.0, 0.0, 0.0], [0.0, 0.0, 0.0], [0.1, 0.0, -0.1], [0.0, 0.0, 0.0], [0.0, 0.0, 0.0], [-0.1, 0.0, 0.1], [0.0, 0.0, 0.0], [0.0, 0.0, 0.0], [0.0, 0.0, 0.0], [0.0, 0.0, 0.0], [0.0, 0.0, 0.0], [0.0, 0.0, 0.0], [0.0, 0.0, 0.0], [0.0, 0.0, 0.0], [0.0, 0.0, 0.0]]
}


Entry 2:
{
  "formula": "C25H27NOOsP2SSe2",
  "method": "wB97M-V/def2-TZVPD",
  "lumo_ev": -7.072,
  "charge": 2,
  "largest_force_ev_per_a": 0.164,
  "symbols": ["Os", "C", "C", "C", "C", "C", "C", "C", "C", "C", "S", "C", "N", "H", "H", "H", "H", "H", "H", "H", "H", "Se", "P", "Se", "C", "C", "C", "C", "C", "C", "C", "C", "C", "C", "C", "C", "H", "H", "H", "H", "H", "H", "H", "H", "H", "H", "C", "P", "C", "C", "O", "H", "H", "H", "H", "H", "H", "H", "H", "H"],
  "positions_angstrom": [[-0.103321, 0.521744, -0.583818], [0.165747, -2.276987, -2.446986], [0.995751, -1.151373, -2.982966], [1.767377, -1.377377, -4.141815], [2.572832, -0.396963, -4.638909], [2.634773, 0.847584, -3.977135], [3.458101, 1.915118, -4.410037], [3.496611, 3.092168, -3.716142], [2.712939, 3.252834, -2.558158], [1.901419, 2.231961, -2.131043], [0.884568, 2.397472, -0.709741], [1.845094, 1.010738, -2.827013], [1.022057, 0.015966, -2.348992], [-0.172854, -2.919336, -3.258742], [-0.693711, -1.925600, -1.881155], [0.766878, -2.895981, -1.777708], [1.711854, -2.346400, -4.617701], [3.166896, -0.563225, -5.528924], [4.061143, 1.779186, -5.298561], [4.126920, 3.904648, -4.048785], [2.752774, 4.182102, -2.003377], [1.137694, -0.904905, 0.801238], [0.038209, -0.116482, 2.607170], [-1.430293, 1.059397, 1.485173], [-0.652835, -1.431343, 3.589065], [0.215079, -2.212243, 4.358540], [-0.297086, -3.248598, 5.117169], [-1.665522, -3.496620, 5.120791], [-2.526151, -2.716996, 4.361653], [-2.022812, -1.684522, 3.584535], [1.156098, 0.832669, 3.628160], [0.848451, 1.007163, 4.978159], [1.658449, 1.809566, 5.764508], [2.768965, 2.430387, 5.210229], [3.074584, 2.258375, 3.865640], [2.267879, 1.465217, 3.069313], [1.278658, -2.005034, 4.373354], [0.367565, -3.857580, 5.714341], [-2.062114, -4.301041, 5.725674], [-3.590536, -2.907460, 4.381299], [-2.688241, -1.068010, 2.994140], [-0.014401, 0.519653, 5.415125], [1.424583, 1.945488, 6.811380], [3.401462, 3.052209, 5.829335], [3.944157, 2.741606, 3.441894], [2.506363, 1.333647, 2.021165], [-4.135516, 1.495541, -2.377662], [-3.040517, 0.093915, -2.465642], [-2.576411, -0.163570, -4.172724], [-3.894748, -1.354733, -1.867339], [-1.814942, 0.370403, -1.592773], [-5.019544, 1.320065, -2.992360], [-3.619613, 2.385543, -2.738469], [-4.441113, 1.654183, -1.343450], [-3.469387, -0.312664, -4.781840], [-1.938105, -1.042705, -4.260078], [-2.040533, 0.711541, -4.541437], [-4.802956, -1.517243, -2.449566], [-4.162582, -1.209718, -0.820523], [-3.256088, -2.233382, -1.957481]],
  "forces_ev_per_angstrom": [[0.0, 0.1, 0.0], [0.0, 0.0, 0.0], [0.0, 0.0, 0.0], [0.0, 0.0, 0.0], [0.0, 0.0, 0.0], [0.0, 0.0, 0.0], [0.0, 0.0, 0.0], [0.0, 0.0, 0.0], [0.0, 0.0, 0.0], [0.0, 0.0, 0.0], [-0.1, 0.0, 0.1], [0.0, -0.1, -0.1], [0.0, -0.1, 0.0], [0.0, 0.0, 0.0], [0.0, 0.0, 0.0], [0.0, 0.0, 0.0], [0.0, 0.0, 0.0], [0.0, 0.0, 0.0], [0.0, 0.0, 0.0], [0.0, 0.0, 0.0], [0.0, 0.0, 0.0], [0.0, 0.0, 0.0], [0.0, 0.0, 0.0], [0.0, 0.0, 0.0], [0.0, 0.0, 0.0], [0.0, 0.0, 0.0], [0.0, 0.0, 0.0], [0.0, 0.0, 0.0], [0.0, 0.0, 0.0], [0.0, 0.0, 0.0], [0.0, 0.0, -0.1], [-0.1, 0.0, 0.0], [0.0, 0.0, 0.0], [0.0, 0.0, 0.0], [0.0, 0.0, 0.0], [0.0, 0.0, 0.0], [0.0, 0.0, 0.0], [0.0, 0.0, 0.0], [0.0, 0.0, 0.0], [0.0, 0.0, 0.0], [0.0, 0.0, 0.0], [0.0, 0.0, 0.0], [0.0, 0.0, 0.0], [0.0, 0.0, 0.0], [0.0, 0.0, 0.0], [0.0, 0.0, 0.0], [0.0, 0.0, 0.0], [0.0, 0.1, 0.0], [0.0, 0.0, 0.0], [0.0, 0.0, 0.0], [0.1, -0.2, 0.0], [0.0, 0.0, 0.0], [0.0, 0.0, 0.0], [0.0, 0.0, 0.0], [0.0, 0.0, 0.0], [0.0, 0.0, 0.0], [0.0, 0.0, 0.0], [0.0, 0.0, 0.0], [0.0, 0.0, 0.0], [0.0, 0.0, 0.0]]
}


Calculated values (kcal per mole) of relative energy (zero: lowest compared OMol25 entry of this formula, charge and spin) for the records, taken in order: 0.0; 3.3.